8
Properties=species:S:1:pos:R:3:lowdin_charge:R:1 method="wB97M-V/def2-TZVPD" charge=+1 homo_lumo_gap_ha=0.4622 lumo_ev=-4.78 homo_ev=-17.4 energy_ha=-258.656990
C 0.072 0.056 -0.072 -0.09
N 1.234 0.025 -0.076 0.38
N 4.092 0.368 0.341 0.03
N 4.565 -0.565 0.026 0.10
N -1.219 0.115 -0.199 0.22
H 2.190 0.146 0.126 0.02
H -1.910 -0.670 -0.293 0.19
H -1.796 0.884 0.070 0.14


13
Properties=species:S:1:pos:R:3:lowdin_charge:R:1 method="wB97M-V/def2-TZVPD" homo_lumo_gap_ha=0.3157 lumo_ev=-1.24 homo_ev=-9.8 energy_ha=-515.005133
C 0.692 -0.922 0.208 -0.17
C 1.338 0.403 0.551 -0.16
C 0.949 0.083 -0.909 -0.15
N -1.704 1.141 -1.052 -0.39
P -2.436 0.407 -0.018 0.62
H 1.250 -1.768 0.343 0.06
H -0.247 -1.105 0.708 0.04
H 0.822 1.189 0.908 0.05
H 2.341 0.433 0.762 0.06
H 0.071 0.828 -1.238 0.06
H 1.757 0.061 -1.652 0.09
H -2.232 0.288 1.516 -0.03
H -2.602 -1.040 -0.127 -0.06


15
Properties=species:S:1:pos:R:3:lowdin_charge:R:1 method="wB97M-V/def2-TZVPD" homo_lumo_gap_ha=0.3418 lumo_ev=1.05 homo_ev=-8.2 energy_ha=-345.677519
C -1.326 0.090 1.157 0.00
C -1.470 0.139 -0.340 -0.24
O -0.593 0.933 -1.088 -0.03
C 0.657 0.400 -1.252 -0.14
C 1.096 -0.713 -0.669 -0.14
O 0.364 -1.493 0.185 -0.03
C -0.976 -1.110 0.320 -0.24
H -0.483 0.642 1.566 0.13
H -2.216 0.067 1.780 0.11
H -2.461 0.137 -0.782 0.15
H 1.280 0.997 -1.905 0.12
H 3.036 1.764 0.895 0.04
H 2.100 -1.091 -0.819 0.12
H 2.615 1.219 0.613 0.01
H -1.624 -1.981 0.340 0.15


20
Properties=species:S:1:pos:R:3:lowdin_charge:R:1 method="wB97M-V/def2-TZVPD" homo_lumo_gap_ha=0.3497 lumo_ev=0.94 homo_ev=-8.6 energy_ha=-573.661973
C -2.217 0.388 -1.025 -0.06
C -2.964 0.886 0.005 -0.13
C -0.960 0.136 -0.557 -0.23
C 1.912 1.224 -0.149 -0.15
C 1.478 -0.166 -0.709 -0.01
C -0.686 -3.230 1.997 -0.05
C 3.156 1.637 -0.204 -0.02
C 0.262 -0.580 -0.945 -0.28
N -2.187 0.915 1.142 0.06
N -0.149 -2.265 1.720 0.09
N -1.040 0.432 0.745 -0.02
F -0.001 -1.616 -1.776 0.06
H -2.394 0.236 -2.143 0.14
H -3.952 1.162 -0.043 0.07
H 1.190 1.918 0.053 0.06
H 2.290 -0.811 -1.077 0.12
H -0.923 -4.271 2.260 0.07
H 3.455 2.740 -0.091 0.09
H 3.996 1.031 -0.534 0.05
H -0.266 0.235 1.331 0.12


Across the entries above, strongest force on any atom takes the values 3.80; 5.97; 0.24; 4.69 eV/A, respectively.
Across the entries above, energy above the lowest of the compared OMol25 structures with the same formula, charge and spin takes the values 4.1; 109.9; 80.0; 26.2 kcal per mole, respectively.
Across the entries above, molecular weight takes the values 71.06; 89.08; 100.12; 165.17 g mol⁻¹, respectively.